Computed, not measured: C31H52Cu2N8O11Pd as an isolated structure in a non-equilibrium geometry, with wB97M-V/def2-TZVPD.

Output
Gap between HOMO and LUMO (spin up / spin down) in Eh: 0.1495 / 0.0724
Spin multiplicity: 5
Maximum force in eV Å⁻¹: 7.98
Expectation value of S²: 6.09
Electronic energy in Eh: -5885.0673
Charge: +4
Molar mass in g mol⁻¹: 946.31

XYZ file:
```
105
Properties=species:S:1:pos:R:3:forces:R:3
C -1.654133 -9.580438 2.560540 -1.3 0.2 -0.4
C -1.998741 -8.407354 1.645063 0.3 -1.2 0.1
N -2.844284 -7.421293 2.283863 -0.1 3.0 2.3
C -4.037650 -7.652794 2.959979 -0.4 3.4 0.0
C -4.451715 -6.356213 3.526144 1.8 -2.9 -2.0
N -3.460960 -5.447346 3.203012 1.5 -2.4 -0.9
C -2.431544 -6.144801 2.531609 -2.6 -0.2 0.3
C -3.393502 -4.048532 3.682994 0.6 -0.6 0.7
H -2.596652 -10.077618 2.789842 0.1 -0.3 0.2
H -1.217168 -9.274037 3.510952 0.5 -0.2 -0.3
H -1.103108 -10.256741 1.907014 0.4 -0.1 0.7
H -2.560922 -8.825966 0.810312 0.2 0.3 -0.3
H -1.048176 -7.974795 1.332943 -0.4 0.5 -0.3
H -4.473242 -8.624005 2.777143 -0.5 0.3 0.6
H -5.306722 -6.034174 4.102027 0.0 -0.3 -0.1
H -1.446886 -5.816698 2.232962 -0.3 0.5 0.1
H -4.096454 -3.882177 4.499265 -0.3 -0.3 -0.3
H -3.538698 -3.302642 2.901560 0.2 -0.3 0.0
H -2.425713 -4.006974 4.182758 0.1 0.6 -0.3
C -4.575336 -3.847859 -5.103892 0.6 0.9 0.0
C -3.411405 -3.620893 -6.142693 -0.7 0.6 1.0
N -2.935469 -2.140109 -6.174854 3.6 -0.2 0.0
C -3.662907 -1.003645 -6.342397 -1.5 -0.6 -0.2
C -2.850630 0.052581 -6.433750 0.5 2.1 0.8
N -1.559418 -0.308004 -6.164872 -0.7 -3.3 -1.1
C -1.584012 -1.696098 -6.125146 -1.8 1.1 0.8
C -0.425581 0.621370 -6.176603 0.7 0.5 0.3
H -4.438155 -3.184019 -4.250316 0.5 -0.2 0.2
H -4.584660 -4.873532 -4.735097 0.1 0.0 -0.2
H -5.591471 -3.579576 -5.393008 0.2 -0.2 -0.8
H -3.703711 -3.984935 -7.127646 0.1 0.6 -0.2
H -2.554905 -4.225133 -5.843663 0.1 0.4 0.1
H -4.742802 -0.988616 -6.339494 0.1 -0.2 -0.3
H -3.062032 1.102011 -6.576571 -0.3 -0.1 0.0
H -0.686337 -2.259067 -5.916206 -0.3 -0.3 -0.2
H 0.551716 0.141526 -6.228897 -0.4 -0.4 -0.4
H -0.354985 1.226774 -5.272953 -0.6 -0.3 0.3
H -0.521881 1.351457 -6.980226 -0.1 -0.4 -0.2
Cu -6.039322 2.731703 -1.187256 0.7 0.6 -0.6
Cu 2.246811 -6.167945 -2.878219 -0.1 0.4 0.2
Pd -0.833637 5.663008 -1.140883 -1.1 -0.3 -0.6
C 0.919669 -0.326745 -1.348548 -0.2 4.0 1.1
C -0.195802 0.448060 -0.949257 -3.1 2.2 -0.1
C -1.644607 -0.317420 -0.852340 -1.4 0.6 1.4
O -2.727104 0.296897 -0.627655 2.7 -0.7 -0.7
C -1.598973 -1.758959 -0.882819 1.0 1.5 -1.0
C -0.449101 -2.431490 -1.338296 -0.6 -2.7 1.0
C 0.849065 -1.645866 -1.565022 0.8 -4.1 -2.1
O 1.828944 -2.176704 -2.130900 -0.6 -0.6 0.5
O -0.491015 -3.704632 -1.460674 1.0 2.0 -0.4
O -0.171683 1.694189 -0.846143 0.2 -2.3 0.0
H 1.791535 0.260984 -1.595176 0.4 -0.3 0.0
H -2.502240 -2.343271 -0.787457 -0.1 0.1 0.2
C -3.661911 4.820626 -3.239544 1.2 -1.6 -2.4
O -4.598456 4.203105 -3.740706 -2.3 -0.8 -2.3
O -3.681204 4.793121 -2.041094 -0.4 0.5 8.0
O -2.588283 5.202883 -3.711659 1.8 1.3 -1.9
C 3.551810 -1.896101 2.985922 2.5 -2.8 -0.1
O 3.902718 -3.098757 3.185388 -1.7 3.4 -0.4
N 2.607968 -1.186346 3.575091 -1.8 1.4 -0.7
C 2.508926 0.278104 3.453749 1.0 -0.3 -0.4
C 1.838738 -1.676813 4.663028 0.3 -1.9 1.2
H 4.112220 -1.220233 2.321569 0.2 -0.4 -0.4
H 1.470537 0.596448 3.361417 0.1 0.0 0.3
H 3.061343 0.690913 2.609631 -0.1 -0.6 -0.5
H 3.060650 0.738735 4.273209 -0.6 0.1 0.6
H 2.582111 -1.722403 5.458904 -0.8 0.5 1.1
H 0.883927 -1.179754 4.834294 0.6 0.6 0.2
H 1.572315 -2.732795 4.618151 0.2 -0.1 -0.8
C 3.915358 6.585966 1.944608 -1.2 -0.3 -3.9
O 2.839193 6.066017 1.522703 2.7 0.9 2.5
N 4.606076 6.391657 3.091179 -1.0 -1.8 2.8
C 5.796575 7.112337 3.405884 1.6 1.1 -1.2
C 4.147534 5.459331 4.170182 -0.2 1.4 0.5
H 4.537655 7.169411 1.248519 -0.5 0.3 0.1
H 5.866283 7.652523 4.350046 -1.1 -0.1 0.3
H 6.098652 7.805246 2.620560 -0.6 0.1 -0.2
H 6.708604 6.520836 3.486126 -0.2 -1.1 0.0
H 4.819674 4.608083 4.278362 0.0 0.0 -0.3
H 4.241729 6.089986 5.054204 0.4 -0.2 0.3
H 3.084182 5.220948 4.193919 0.2 -0.2 -1.0
C -2.523709 4.274893 3.443547 0.3 0.8 -0.1
O -2.149673 5.123022 2.635765 0.0 -0.6 -0.1
N -3.337465 4.523514 4.470971 1.0 0.2 1.3
C -3.796856 3.430241 5.305451 -0.9 -0.6 -1.3
C -3.994051 5.791131 4.612278 -1.6 0.9 -1.2
H -2.230681 3.213750 3.425950 0.2 0.0 -0.3
H -3.232643 2.540227 5.026778 0.3 0.1 0.5
H -4.787504 3.193000 4.917607 -0.5 -0.1 0.5
H -3.874933 3.588480 6.381077 0.5 0.3 -0.2
H -4.905272 5.686288 4.023405 -0.7 0.0 0.2
H -4.305518 6.113244 5.605918 0.5 -0.5 0.2
H -3.580220 6.644391 4.074889 1.0 -0.4 0.3
C 6.537841 3.706571 -2.536608 0.6 0.0 -0.7
O 6.863844 4.814047 -2.173679 -0.3 0.3 0.8
N 6.827158 3.214533 -3.753059 0.5 -1.8 -1.3
C 6.417333 1.843407 -4.097664 -1.3 0.2 0.3
C 7.782070 3.847993 -4.660515 0.1 0.2 0.1
H 6.002002 2.944705 -1.949560 -0.2 0.3 0.4
H 5.839138 1.463556 -3.255346 -0.2 0.0 0.0
H 7.085388 1.009980 -4.314926 1.2 0.8 0.1
H 5.756679 1.865573 -4.964349 -0.2 0.2 0.0
H 8.768696 3.436308 -4.447943 0.2 0.3 0.0
H 7.591834 3.634246 -5.712281 -0.5 -0.2 0.1
H 7.759334 4.932384 -4.552397 0.1 -0.2 0.3
```
Positions in Å, forces in eV/Å.